18
Properties=species:S:1:pos:R:3:lowdin_charge:R:1 method="wB97M-V/def2-TZVPD" fmax_ev_per_a=2.6 lumo_ev=-1.3 charge=0 relative_energy_ev=4.014
C 1.285 0.406 -1.483 -0.0407
C 1.943 -0.299 -0.353 -0.1264
C 1.851 0.175 0.971 0.1131
H 1.914 0.546 -2.358 0.0937
H 1.105 1.416 -1.106 0.1004
H 0.350 -0.100 -1.728 0.0956
H 2.696 -1.069 -0.495 0.1456
H 2.395 -0.299 1.776 0.1186
H 1.323 1.097 1.204 0.1105
H -3.832 0.214 -0.992 0.0094
H -2.675 -0.637 -0.271 -0.0250
O -3.567 -0.216 -0.185 -0.1006
H -0.963 0.212 0.912 -0.0489
H -2.065 1.044 1.497 0.0185
O -1.090 1.054 1.479 -0.1702
H 0.991 -0.604 0.452 0.1541
H -0.591 -1.812 0.570 -0.0590
O -1.072 -1.128 0.108 -0.3886